No. 1
Formula: C12H6BrN4O9Zr
Source: OMol25
Level of theory: ωB97M-V with the def2-TZVPD basis set

Calculated values
E_tot: -108212.309 eV
Strongest force on any atom: 1.17 eV Å⁻¹
Molecular weight: 521.3 Da
Energy relative to the best compared isomer or geometry (same formula, charge and spin): 0.0 kcal/mol
HOMO energy: -18.1973 eV
HOMO-LUMO gap: 3.9 eV

Structure (ORCA input):
```
! wB97M-V def2-TZVPD RIJCOSX def2/J DEFGRID3
* xyz 3 1
Zr -0.07399 -0.13682 -0.32181
O 1.04976 0.57042 6.20981
C 0.76641 0.31331 4.97939
C 0.03877 -0.86819 4.61253
C -0.34952 -1.29458 3.36606
N -0.14778 -0.70914 2.16416
C 1.09406 1.29323 2.69798
Br 1.52950 2.46223 0.24306
C 1.24111 1.28779 4.07704
H 0.75221 -0.06471 6.88911
H -0.24896 -1.52299 5.43337
H -0.89837 -2.22644 3.27714
H 1.78327 2.12561 4.51202
O -0.23801 0.44355 -4.37642
C -0.50431 -0.19671 -3.45035
O 0.00359 0.38138 -2.09027
C -1.22432 -1.47017 -3.28073
C -1.67971 -2.06395 -4.45929
C -2.35909 -3.26407 -4.39462
C -2.62546 -3.91925 -3.20859
C -2.16459 -3.32910 -2.04684
C -1.48055 -2.13003 -2.07282
O -1.06765 -1.62347 -0.85409
N -2.39290 -3.94200 -0.72156
O -3.53894 -4.08097 -0.38486
O -1.39531 -4.20353 -0.07763
N -2.83332 -3.88226 -5.67335
O -2.59456 -3.25850 -6.67626
O -3.42024 -4.92731 -5.56198
H -1.51265 -1.60623 -5.42723
H -3.17457 -4.85392 -3.20596
O 1.63549 2.31681 2.06927
N 0.46607 0.38672 1.90261
*
```

These are the Mulliken partial charges, in e, on atoms 1 to 2: atom 1 (Zr): 2.1638, atom 2 (O): -0.3409

---

No. 2
Formula: C12H6NO5Pb
Source: OMol25
Level of theory: ωB97M-V with the def2-TZVPD basis set

Calculated values
E_tot: -29503.784 eV
Strongest force on any atom: 10.16 eV Å⁻¹
Molecular weight: 451.4 Da
HOMO energy: -11.1799 eV
HOMO-LUMO gap: 6.0 eV

Structure (ORCA input):
```
! wB97M-V def2-TZVPD RIJCOSX def2/J DEFGRID3
* xyz 1 1
O 5.02399 -4.45539 -2.18235
C 4.23637 -3.83031 -1.57437
Pb 2.43590 -2.29360 -0.50145
O 3.15815 -2.05325 -3.88944
C 2.72248 -1.92317 -2.80706
C 1.59147 -2.13271 1.97352
O 1.30509 -2.15552 3.09435
C 3.71426 -0.05309 0.34906
O 4.54153 0.62467 0.75364
C 0.15063 -3.71550 -0.66095
O -0.56691 -4.60463 -0.68791
H 2.83758 -3.17720 1.33627
N 0.24012 -0.21507 -0.30472
C -0.57691 0.55607 -0.07991
C -1.60922 1.55022 0.17903
C -1.26230 2.86182 0.65923
C -2.31567 3.76189 0.95278
C -3.62642 3.42117 0.74263
C -3.96975 2.19933 0.20072
C -2.97414 1.24180 -0.11916
H -0.23275 3.23094 0.81213
H -2.07773 4.74567 1.33713
H -4.41099 4.12556 1.00142
H -5.00320 1.98300 0.00644
H -3.33157 0.30731 -0.59102
*
```

These are the Mulliken partial charges, in e, on atoms 1 to 2: atom 1 (O): -0.1437, atom 2 (C): 0.1931

---

No. 3
Formula: C12H6NO5Re
Source: OMol25
Level of theory: ωB97M-V with the def2-TZVPD basis set

Calculated values
E_tot: -26362.080 eV
Strongest force on any atom: 7.12 eV Å⁻¹
Molecular weight: 430.4 Da
Energy relative to the best compared isomer or geometry (same formula, charge and spin): 49.2 kcal/mol
HOMO energy (alpha / beta): -17.7427 / -21.3317 eV
HOMO-LUMO gap (alpha / beta): 5.6 / 6.1 eV

Structure (ORCA input):
```
! wB97M-V def2-TZVPD RIJCOSX def2/J DEFGRID3
* xyz 3 4
O -0.68821 2.57811 -5.27168
C -0.39258 1.89763 -4.36582
Re 0.04778 0.66444 -2.77964
O 0.16781 2.91992 -0.58054
C 0.12738 2.12608 -1.42631
C -0.19852 -1.37868 -3.17149
O -0.34342 -2.51210 -3.38686
C 2.08881 0.43936 -2.84054
O 3.23061 0.23177 -2.80513
C -1.96423 0.69560 -2.89018
O -3.12116 0.59009 -2.97195
H 0.64128 2.07491 -3.54242
N -0.08582 -0.48312 -0.85160
C -0.02715 -0.52737 0.31703
C 0.01124 -0.67354 1.71446
C -0.22251 -1.92931 2.29057
C -0.18939 -2.08094 3.66955
C 0.07478 -0.97465 4.48038
C 0.31037 0.28328 3.91603
C 0.27747 0.43587 2.54287
H -0.43258 -2.78088 1.65102
H -0.37334 -3.05610 4.11255
H 0.09685 -1.08723 5.55687
H 0.51557 1.14228 4.55031
H 0.44897 1.40460 2.08252
*
```

These are the Mulliken partial charges, in e, on atoms 1 to 2: atom 1 (O): -0.1812, atom 2 (C): 0.5344

---

No. 4
Formula: C12H77F3NO29
Source: OMol25
Level of theory: ωB97M-V with the def2-TZVPD basis set

Calculated values
E_tot: -82714.502 eV
Strongest force on any atom: 1.82 eV Å⁻¹
Molecular weight: 756.7 Da
HOMO energy (alpha / beta): -8.3250 / -9.4624 eV
HOMO-LUMO gap (alpha / beta): 8.1 / 9.2 eV

Structure (ORCA input):
```
! wB97M-V def2-TZVPD RIJCOSX def2/J DEFGRID3
* xyz 0 2
C 2.42211 -0.82939 2.58503
C 1.96065 -0.11058 1.29751
C 2.51062 -0.88503 0.09305
C 0.42525 -0.10606 1.23299
C -0.17514 1.06067 2.01969
C -1.69677 0.91961 2.13219
C -2.49001 1.49835 0.94492
C -3.74423 0.73773 0.60780
F -4.35352 0.21019 1.68396
F -3.55487 -0.24765 -0.26840
F -4.68023 1.57857 0.05334
C 0.31308 2.43288 1.52653
C 1.69086 2.37674 0.83028
C 2.39752 3.71123 1.14600
C 1.56272 2.24640 -0.69228
N 2.53020 1.27691 1.37610
O 3.74555 1.32752 0.97680
H 2.29835 -0.16902 3.44600
H 1.87357 -1.75504 2.74458
H 3.49183 -1.02664 2.50759
H 2.57383 -0.26089 -0.79472
H 3.46965 -1.34192 0.33067
H 1.81297 -1.70068 -0.11508
H 0.05191 -0.11042 0.20618
H 0.09094 -1.01175 1.74005
H 0.21504 0.95359 3.03431
H -1.90768 -0.15306 2.18342
H -2.03810 1.31984 3.08681
H -1.84754 1.58927 0.06655
H -2.79294 2.51896 1.19053
H 0.42273 3.06031 2.40802
H -0.34782 2.90290 0.80025
H 1.77967 4.49814 0.70679
H 3.36612 3.76336 0.65289
H 2.48190 3.87793 2.21472
H 1.21368 3.18786 -1.10607
H 2.48881 1.90669 -1.14414
H 0.79776 1.50154 -0.92088
O -3.75350 -0.74078 4.57842
H -3.94987 -1.67987 4.47708
H -4.51966 -0.30619 4.18829
O -1.22135 0.77476 -1.99589
H -1.35911 -0.17726 -2.10033
H -2.00964 1.17327 -2.38005
O -7.42292 1.32325 -0.32664
H -7.46069 0.60607 0.31628
H -6.48399 1.52046 -0.40522
O -6.61452 -1.05091 4.35653
H -6.85353 -0.24899 3.87555
H -6.97367 -0.93550 5.24137
O 6.38511 0.35467 1.17084
H 6.96460 1.11163 1.02734
H 5.47864 0.69649 1.11622
O 5.63755 -2.25274 0.34368
H 6.12656 -1.41606 0.37912
H 6.29364 -2.94207 0.48878
O 2.07722 0.38263 -3.17909
H 1.17557 0.60519 -3.44109
H 2.48135 0.08891 -4.00268
O -2.52560 -1.88355 6.77296
H -2.79947 -1.07985 6.30269
H -2.86495 -1.75656 7.66739
O 0.82427 0.75041 -5.82593
H -0.08383 0.96283 -6.08252
H 1.22168 0.45068 -6.64854
O -4.88131 -3.66822 6.27546
H -4.21734 -3.06847 6.64120
H -4.36846 -4.34292 5.82066
O -7.35572 1.43720 2.93826
H -8.10607 2.03774 2.88462
H -6.74669 1.74786 2.25954
O 8.92280 1.22647 2.13191
H 8.82420 0.28442 2.30411
H 9.87097 1.38787 2.13612
O 0.90292 1.57875 5.13215
H 0.84352 0.98359 5.88682
H 0.84534 2.45471 5.53368
O 3.74160 -4.71929 -0.24729
H 4.30215 -3.93539 -0.19422
H 4.34195 -5.46044 -0.10593
O -2.18378 1.95235 5.83038
H -2.32965 1.02259 5.62111
H -2.98874 2.38913 5.53544
O 4.38709 -1.48178 -2.53835
H 4.74860 -1.51754 -1.64323
H 3.61375 -0.90710 -2.45530
O -1.67714 0.32521 -7.49375
H -1.85498 -0.62040 -7.58559
H -2.48654 0.73886 -7.80781
O -0.51790 4.93210 -1.02756
H -1.35234 5.27453 -0.69132
H -0.77049 4.22185 -1.62769
O -1.35532 -2.63962 -7.61212
H -1.31240 -3.42191 -7.05376
H -0.43500 -2.42655 -7.80048
O -3.50725 -0.35160 -9.63471
H -4.41997 -0.13667 -9.87931
H -3.10427 -0.65513 -10.45300
O -0.44004 -2.28426 -2.26429
H -0.41897 -3.07637 -1.71818
H 0.48612 -2.03267 -2.36645
O -0.50983 -3.69158 8.74712
H -0.69304 -4.63012 8.64366
H -1.25462 -3.24995 8.32645
O 7.18147 -1.05142 -3.26468
H 6.23319 -1.07368 -3.07028
H 7.61264 -1.26997 -2.43377
O 5.20842 -2.34806 -5.69998
H 4.90172 -1.52844 -6.09774
H 4.99214 -2.25588 -4.76375
O -6.36097 -0.95416 -9.73378
H -6.65010 -1.87049 -9.78110
H -6.42487 -0.73120 -8.79883
O -5.27584 2.49852 -3.05806
H -5.00345 2.36880 -2.14484
H -6.20502 2.74526 -3.00336
O 5.27169 -6.50926 -2.06364
H 5.00419 -7.26517 -2.59452
H 4.60795 -5.83165 -2.24162
O 1.48098 4.52213 4.34251
H 1.31159 3.59380 4.14912
H 0.68395 4.97532 4.04884
*
```

These are the Mulliken partial charges, in e, on atoms 1 to 2: atom 1 (C): -1.8765, atom 2 (C): 2.2216

---

No. 5
Formula: C12H7Cl4NO3
Source: OMol25
Level of theory: ωB97M-V with the def2-TZVPD basis set

Calculated values
E_tot: -70277.262 eV
Strongest force on any atom: 2.53 eV Å⁻¹
Molecular weight: 355.0 Da
Energy relative to the best compared isomer or geometry (same formula, charge and spin): 0.0 kcal/mol
HOMO energy: -9.1096 eV
HOMO-LUMO gap: 6.9 eV

Structure (ORCA input):
```
! wB97M-V def2-TZVPD RIJCOSX def2/J DEFGRID3
* xyz 0 1
Cl 2.09860 2.94464 1.90697
C 0.63466 2.05029 2.04754
C -0.47611 2.42994 1.30744
Cl -0.49997 3.86329 0.39871
C -1.78515 1.80061 1.52313
O -2.84843 2.38309 1.35932
C -1.77066 0.42419 2.27781
O -2.78086 -0.26993 2.33014
C -0.55151 0.12050 3.02052
Cl -0.62664 -1.20459 4.07875
C 0.59639 0.89783 2.91331
Cl 2.03206 0.40704 3.71846
C -4.11822 1.07627 -5.74774
O -4.78010 1.55048 -4.57049
C -4.11158 1.39782 -3.39586
C -4.72292 1.98192 -2.27522
C -4.07071 1.96150 -1.04410
N -2.91964 1.26747 -0.86627
C -2.30086 0.76302 -1.94057
C -2.87479 0.74380 -3.21825
H -4.82012 1.39401 -6.52050
H -3.14020 1.56159 -5.90226
H -4.03478 -0.02235 -5.73918
H -5.67454 2.49360 -2.37671
H -4.47616 2.52529 -0.20634
H -1.29577 0.35482 -1.78616
H -2.35144 0.25874 -4.04144
*
```

These are the Mulliken partial charges, in e, on atoms 1 to 2: atom 1 (Cl): -0.1473, atom 2 (C): 0.2078

---

No. 6
Formula: C12H7Co2NO8
Source: OMol25
Level of theory: ωB97M-V with the def2-TZVPD basis set

Calculated values
E_tot: -105676.898 eV
Strongest force on any atom: 5.62 eV Å⁻¹
Molecular weight: 411.1 Da
Energy relative to the best compared isomer or geometry (same formula, charge and spin): 15.8 kcal/mol
HOMO energy: 0.2553 eV
HOMO-LUMO gap: 5.1 eV

Structure (ORCA input):
```
! wB97M-V def2-TZVPD RIJCOSX def2/J DEFGRID3
* xyz -2 1
C -2.77420 2.79567 -0.78226
C -2.52262 4.29144 -0.84870
O -1.10545 4.47441 -0.72881
C -0.48743 3.23615 -0.64921
O 0.71661 3.12879 -0.50681
N -1.44488 2.26867 -0.76562
H -3.34271 2.52800 0.12062
H -3.33201 2.45819 -1.66722
H -2.85391 4.69300 -1.81082
H -3.02762 4.82370 -0.03658
O -0.20473 -1.91347 4.09315
C 0.43706 -2.13190 3.14991
Co 1.41718 -2.45665 1.75396
C 2.66122 -1.22714 1.91242
O 3.47829 -0.43490 2.12865
C 2.07069 -4.05113 2.10873
O 2.48622 -5.08012 2.44577
C 0.00841 -2.25755 0.34788
C -0.24488 -0.93680 -0.12286
C -1.00749 0.09679 0.20894
Co 1.10863 -1.78418 -0.95303
C 2.29565 -0.42556 -0.98309
O 3.15796 0.32245 -1.14253
C 0.52535 -1.73260 -2.64094
O 0.12920 -1.75533 -3.72664
C 2.29692 -3.15467 -0.97807
O 2.99871 -4.06580 -1.07019
H -0.77934 -3.01106 0.46115
H -1.16621 1.12525 -0.51207
H -1.49458 0.17635 1.19426
*
```

These are the Mulliken partial charges, in e, on atoms 1 to 2: atom 1 (C): -0.5414, atom 2 (C): -0.3584